Record 1
This record from the OMol25 dataset describes a single C2H5NO3S molecule. The level of theory is the ωB97M-V functional and the def2-TZVPD basis.

Geometry as XYZ:
```
12
Properties=species:S:1:pos:R:3:forces:R:3
C -1.0638 -0.3822 0.5514 -0.72 0.44 -3.56
C -0.0870 -1.2862 -0.2164 -2.14 0.40 -1.21
N 0.7759 1.1764 0.1937 -1.26 0.34 1.75
O 2.4873 -0.6355 -0.7455 0.95 -0.50 0.80
O -0.4085 0.6645 1.1855 2.02 1.02 -1.96
O 0.3244 2.3216 -0.5097 -0.31 -0.51 0.09
S 1.1576 -0.1596 -1.0134 -2.47 0.99 -0.98
H -1.8664 -0.1031 -0.2510 1.15 0.36 1.39
H -1.5895 -0.9524 1.2525 -0.67 -0.81 1.44
H 0.4847 -1.8025 0.4735 1.33 -1.46 1.25
H -0.7399 -2.0208 -0.8873 1.95 1.70 0.98
H 0.5252 3.1797 -0.0334 0.17 -1.96 0.01
```
Forces are in eV/Å.

Calculated values
Relative energy (zero: lowest compared OMol25 entry of this formula, charge and spin) ... 139.4 kcal/mol
Lowest unoccupied orbital energy ... 0.6136 eV
E ... -757.6788 hartree
Frontier orbital gap ... 10.30 eV
Highest occupied orbital energy ... -9.6902 eV



Record 2
This record from the OMol25 dataset describes 2 unconnected molecules or ions with the total composition C5H10O. The level of theory is the ωB97M-V functional and the def2-TZVPD basis.

Geometry as XYZ:
```
16
Properties=species:S:1:pos:R:3:forces:R:3
C -1.7853 0.1117 -0.6021 0.16 -0.03 -0.05
C -0.5332 -0.1941 -0.9328 -0.16 0.06 0.00
C 0.5983 0.7911 -1.0382 -0.02 0.09 -0.05
C 1.8633 0.4096 -0.2586 0.04 -0.03 0.03
H -2.5637 -0.6451 -0.5531 0.15 0.11 -0.01
H -2.0763 1.1284 -0.3422 0.08 -0.11 -0.08
H -0.2921 -1.2319 -1.1757 -0.02 0.15 0.03
H 0.2477 1.7783 -0.7125 0.04 -0.12 -0.09
H 0.8604 0.8861 -2.1001 -0.01 0.00 0.11
H 2.7099 1.0221 -0.5863 -0.12 -0.09 0.09
H 1.7443 0.5663 0.8201 -0.04 -0.06 -0.17
H 2.1368 -0.6407 -0.4169 -0.07 0.15 -0.02
C -0.7266 -0.9935 1.9722 -0.22 -0.19 0.06
O -1.7202 -1.6633 2.0847 0.44 0.22 0.10
H -0.6822 0.0689 2.2887 -0.10 -0.13 -0.02
H 0.2190 -1.3939 1.5528 -0.16 -0.03 0.07
```
Forces are in eV/Å.

Calculated values
Relative energy (zero: lowest compared OMol25 entry of this formula, charge and spin) ... 40.2 kcal/mol
Lowest unoccupied orbital energy ... 0.9165 eV
E ... -271.6885 hartree
Frontier orbital gap ... 10.69 eV
Highest occupied orbital energy ... -9.7723 eV
Structure (SMILES) ... C=CCC.C=O



Record 3
This record from the OMol25 dataset describes 10 unconnected molecules or ions with the total composition C6H33NO10. The level of theory is the ωB97M-V functional and the def2-TZVPD basis.

Geometry as XYZ:
```
50
Properties=species:S:1:pos:R:3:forces:R:3
C 1.3595 2.5275 -2.0201 0.00 -0.24 -0.13
C 1.9467 1.1714 -1.6341 0.02 -0.01 -0.13
C 1.3623 0.0151 -2.4482 0.03 -0.16 0.23
C -0.0856 -0.3384 -2.1077 0.44 0.10 -0.08
N -0.1904 -1.0378 -0.8128 -0.07 0.14 -0.44
C -1.5087 -1.6567 -0.6293 0.18 -0.23 0.21
C -1.5170 -2.5902 0.5944 -0.53 0.58 0.06
O -2.3839 -2.1368 1.6406 0.06 -0.09 0.03
H 0.2851 2.5512 -1.8354 0.08 0.13 0.05
H 1.5058 2.7198 -3.0839 0.09 0.01 -0.04
H 1.8306 3.3370 -1.4644 -0.07 0.07 0.06
H 3.0293 1.1737 -1.7834 0.01 0.09 -0.02
H 1.7986 0.9931 -0.5641 -0.02 -0.03 -0.04
H 1.9820 -0.8737 -2.3124 -0.03 -0.07 0.05
H 1.4300 0.2253 -3.5173 -0.07 0.22 -0.03
H -0.7059 0.5626 -2.1295 -0.14 -0.07 -0.03
H -0.4497 -1.0130 -2.8792 -0.17 -0.10 -0.02
H -0.0232 -0.3585 -0.0704 -0.01 -0.13 0.10
H -1.7268 -2.2475 -1.5204 0.07 0.07 -0.08
H -2.3002 -0.9057 -0.5384 -0.04 -0.01 0.04
H -0.5332 -2.5850 1.0602 0.07 -0.26 -0.09
H -1.8172 -3.5980 0.3049 0.20 -0.10 0.04
H -3.2777 -2.0062 1.3089 0.02 -0.05 -0.09
O 0.6937 0.8985 1.6676 -0.28 -0.43 0.32
H 1.4056 0.2289 1.7754 0.04 0.19 -0.12
H -0.0518 0.5854 2.2611 0.14 0.19 -0.15
O 2.9439 -3.5522 -2.8330 -0.14 0.12 0.10
H 2.6006 -3.1987 -1.9886 0.25 -0.20 -0.20
H 3.8968 -3.6007 -2.7201 -0.01 0.01 0.01
O 2.6356 -1.0491 1.7012 -0.03 -0.03 -0.15
H 2.4278 -1.6319 0.9376 0.10 -0.02 0.15
H 3.5642 -0.8196 1.6042 0.00 0.02 0.05
O 1.9003 -2.7161 -0.3640 -0.40 0.03 -0.14
H 1.0960 -2.1712 -0.6705 0.16 -0.04 0.38
H 1.5410 -3.5335 0.0042 0.10 0.06 -0.06
O -3.0011 1.4478 -1.0433 0.15 -0.11 0.04
H -2.2282 1.9736 -0.7535 -0.23 0.11 -0.22
H -3.5430 2.0174 -1.5959 0.08 0.09 -0.02
O -3.1709 1.8576 1.7268 -0.22 0.04 -0.08
H -2.4238 2.4297 1.4979 0.15 0.12 0.16
H -3.4241 1.5729 0.8319 -0.19 -0.16 0.19
O 1.2338 3.6203 1.9458 -0.28 -0.05 -0.04
H 2.0886 3.7880 1.5416 0.05 -0.11 0.03
H 1.1308 2.6458 2.0086 0.29 0.21 0.00
O -1.4849 0.1036 3.0266 0.01 0.07 -0.09
H -1.7405 -0.7486 2.6273 -0.09 0.15 0.14
H -2.1727 0.7304 2.7050 0.14 -0.22 0.03
O -0.9306 2.7089 0.3359 0.61 0.10 0.13
H -0.3999 3.4614 0.6595 -0.22 0.07 -0.13
H -0.2970 1.9888 0.5355 -0.29 -0.11 0.02
```
Forces are in eV/Å.

Calculated values
Relative energy (zero: lowest compared OMol25 entry of this formula, charge and spin) ... 0.5 kcal/mol
Lowest unoccupied orbital energy ... 0.4024 eV
E ... -1055.6092 hartree
Frontier orbital gap ... 10.34 eV
Highest occupied orbital energy ... -9.9384 eV
Structure (SMILES) ... CCCCNCCO.O.O.O.O.O.O.O.O.O



Record 4
This record from the OMol25 dataset describes a single C5H6O3 molecule. The level of theory is the ωB97M-V functional and the def2-TZVPD basis.

Geometry as XYZ:
```
14
Properties=species:S:1:pos:R:3:forces:R:3
C -3.3860 -0.0661 -0.1398 0.70 -0.39 0.02
C -2.2492 -0.4469 -0.1212 0.97 -0.03 0.06
C -0.7748 -0.7614 -0.0649 -2.98 0.24 -0.29
C 0.0257 0.4430 0.2561 2.53 -0.77 -0.05
O -0.2934 1.5736 0.4705 -0.35 -0.01 -0.04
C 1.5773 0.0511 0.2488 -0.64 0.76 0.46
O 2.3208 1.1536 0.6209 0.15 0.14 0.06
O 1.8642 -0.3727 -1.0584 -0.12 -0.08 -0.26
H -4.3933 0.2332 -0.1473 -0.48 0.16 -0.03
H -0.6137 -1.5311 0.6933 0.25 0.01 -0.10
H -0.4554 -1.1373 -1.0407 0.18 -0.06 0.19
H 1.7886 -0.7588 0.9699 -0.13 0.20 -0.16
H 1.7694 1.9465 0.5002 0.00 -0.17 0.01
H 2.8197 -0.3269 -1.1874 -0.08 0.01 0.10
```
Forces are in eV/Å.

Calculated values
Relative energy (zero: lowest compared OMol25 entry of this formula, charge and spin) ... 47.8 kcal/mol
Lowest unoccupied orbital energy ... 0.6246 eV
E ... -419.7632 hartree
Frontier orbital gap ... 10.75 eV
Highest occupied orbital energy ... -10.1252 eV
Structure (SMILES) ... C#CCC(=O)C(O)O



Record 5
This record from the OMol25 dataset describes a molecular structure, C5H7NO2. The level of theory is the ωB97M-V functional and the def2-TZVPD basis.

Geometry as XYZ:
```
15
Properties=species:S:1:pos:R:3:forces:R:3
C 2.1943 -0.9054 0.2129 -4.88 -1.01 -4.39
C -0.1483 0.3406 -0.2570 -3.34 1.87 -0.30
C -0.8985 1.5351 -0.4283 2.42 0.37 1.98
C -0.8854 -0.8982 -0.3532 -2.16 -2.17 -0.93
C -2.0477 -1.2686 0.3707 5.33 4.40 -1.68
H 1.2349 2.2109 0.7767 2.58 -3.84 -2.78
H 3.0584 -0.5086 0.7009 0.65 -0.01 0.60
H -0.3206 2.4476 0.0532 -1.50 -1.23 -1.85
H -2.0213 1.6877 -0.7209 2.52 -0.93 0.93
H -0.4009 -1.4049 -1.3034 -1.54 -0.35 2.37
H -2.4905 -0.6510 1.1494 0.37 -0.02 -0.17
H -2.3290 -2.2127 0.2547 -1.77 -3.73 -0.68
N 1.2148 0.1920 -0.0836 1.60 1.03 1.59
O 1.8885 1.3763 0.0330 -1.93 4.18 2.82
O 1.9513 -1.9407 -0.4050 1.65 1.44 2.49
```
Forces are in eV/Å.

Calculated values
Relative energy (zero: lowest compared OMol25 entry of this formula, charge and spin) ... 156.4 kcal/mol
Lowest unoccupied orbital energy ... 0.1305 eV
E ... -399.7163 hartree
Frontier orbital gap ... 8.54 eV
Highest occupied orbital energy ... -8.4114 eV



Record 6
This record from the OMol25 dataset describes a molecular structure, C5H7NOS. The level of theory is the ωB97M-V functional and the def2-TZVPD basis.

Geometry as XYZ:
```
15
Properties=species:S:1:pos:R:3:forces:R:3
C -0.1296 1.0172 -0.2278 0.46 0.01 0.12
C 0.5347 -0.2726 -0.7396 0.74 -0.37 -0.78
C 1.1445 -0.8551 0.5205 0.28 -0.26 0.63
C -0.1032 -0.7033 1.3995 0.31 0.48 0.19
C -1.0473 -0.0450 0.4080 -0.16 -0.34 0.76
H -0.1751 2.3241 -1.6594 -1.01 -0.82 0.55
H 0.4711 1.6742 0.4138 -0.14 -0.05 0.06
H 1.0950 -0.3627 -1.6713 0.13 0.33 0.12
H 1.4793 -1.8925 0.4216 -0.32 0.07 -0.07
H 2.0040 -0.3111 0.9562 -0.48 0.00 -0.27
H -2.0709 0.1570 0.6937 -0.06 0.04 0.19
H -1.3062 -0.5160 -1.5237 -0.08 -0.15 -0.16
N -0.7943 -0.9460 -0.7578 -0.27 -0.05 -0.27
O -0.8278 1.7324 -1.2022 0.73 1.15 -0.86
S -0.2742 -1.0004 2.9685 -0.13 -0.04 -0.23
```
Forces are in eV/Å.

Calculated values
Relative energy (zero: lowest compared OMol25 entry of this formula, charge and spin) ... 55.3 kcal/mol
Lowest unoccupied orbital energy ... 0.0112 eV
E ... -722.8300 hartree
Frontier orbital gap ... 8.54 eV
Highest occupied orbital energy ... -8.5283 eV